Entry 1:
Here is a structure of composition C2H2I2S from OMol25. Energies are from wB97M-V/def2-TZVPD.

Properties
Net charge   0
HOMO   -9.114 eV

Element x y z (Å)
I1 2.2718 -1.1747 -0.0061
I2 1.0385 2.2011 0.1024
S1 -2.5501 0.0987 0.4540
C1 -0.9300 -0.3117 0.3070
C2 0.5561 0.0825 -0.4279
H1 -0.6381 -1.0754 1.0224
H2 0.2518 0.1796 -1.4518

Löwdin population analysis, charges in e, atoms 1 to 6: 0.712 0.631 0.612 -0.733 -1.171 -0.020


Entry 2:
Here is a structure of composition C2H2I4O from OMol25. Energies are from wB97M-V/def2-TZVPD.

Properties
Net charge   0
HOMO   -9.318 eV

Element x y z (Å)
I1 1.6298 -0.8994 1.9599
I2 0.5465 -0.6914 -2.4330
I3 -1.9503 -1.2008 2.2588
I4 -0.7586 2.4978 -1.6567
O1 -0.4553 0.4639 0.3277
C1 -0.3734 -0.6801 0.8983
C2 0.3224 0.8991 -0.8344
H1 -0.2609 -1.5054 0.0574
H2 1.2998 1.1163 -0.5779

Löwdin population analysis, charges in e, atoms 1 to 6: 0.599 0.699 0.780 0.849 -0.482 -1.294


Entry 3:
Here is a structure of composition C2H2IN3 from OMol25. Energies are from wB97M-V/def2-TZVPD.

Properties
Net charge   0
HOMO (spin up / spin down)   -9.733 / -9.733 eV

Element x y z (Å)
I1 -3.9797 0.6887 -0.1336
N1 1.4188 0.4407 -0.0789
N2 0.1071 0.9285 -0.0328
N3 0.0091 -1.2920 0.0235
C1 -0.6123 -0.1595 0.0080
C2 1.2995 -0.8489 0.0224
H1 1.9927 -1.6315 0.0636
H2 -0.2352 1.8740 0.1277

Löwdin population analysis, charges in e, atoms 1 to 6: -0.053 0.069 0.037 0.097 -0.185 -0.219


Entry 4:
Here is a cluster of 2 separate species, C2H2IN3 in total from OMol25. Energies are from wB97M-V/def2-TZVPD.

Properties
Net charge   0
SMILES string   IC1=NC1.N#N
HOMO   -9.817 eV

Element x y z (Å)
I1 -0.1340 -1.8059 2.0710
N1 1.3589 -0.4002 -2.0494
N2 0.6092 0.9901 0.6905
N3 1.5946 -1.4405 -1.7635
C1 -0.0210 -0.0430 1.0806
C2 -0.8178 0.7882 0.2312
H1 -0.9271 0.3926 -0.7328
H2 -1.6628 1.5187 0.4724

Löwdin population analysis, charges in e, atoms 1 to 6: 0.890 0.034 0.098 0.036 -0.959 -0.236


| no. | electronic energy (Eh) |
| --- | --- |
| 1 | -1070.89555 |
| 2 | -1343.35824 |
| 3 | -539.21115 |
| 4 | -539.31775 |